C10H24Hg3O14 | ωB97M-V with the def2-TZVPD basis set

Last column: Löwdin charge in e.
Atoms and positions in Å:
Hg 30.4104 -1.6661 15.0973  0.834
Hg 39.8133 -5.5787 14.6356  0.431
Hg 37.8082 -1.1370 17.6296  0.474
C 34.6889 -3.2343 15.3222  -0.849
O 33.8035 -3.9299 14.7872  0.237
O 35.9312 -3.4933 15.2807  0.232
O 34.4241 -2.1993 16.0078  0.244
C 42.6774 -2.2782 15.7079  -0.932
O 41.5717 -2.4282 16.1896  0.238
O 43.0258 -3.1834 14.9151  0.280
O 43.4032 -1.3661 16.0809  0.322
C 26.1622 -1.8548 13.0441  -0.224
C 26.6074 -3.2872 12.5210  -0.216
O 27.9493 -3.4874 12.8076  -0.088
O 26.6905 -1.3934 14.2556  -0.065
H 25.0754 -1.7836 12.9996  0.126
H 26.4007 -1.0292 12.3736  0.124
H 26.4178 -3.3335 11.4487  0.128
H 25.9980 -4.0264 13.0410  0.122
H 28.2658 -4.2727 12.3551  0.098
H 26.1149 -0.6361 14.3851  0.099
C 32.0427 -9.1163 12.0762  -0.282
C 33.0038 -8.5048 11.0893  -0.217
O 34.0825 -7.7220 11.6220  -0.045
O 31.3963 -8.1260 12.7641  -0.031
H 32.3631 -9.8976 12.7654  0.131
H 31.3675 -9.6522 11.4091  0.129
H 32.4239 -7.8733 10.4162  0.126
H 33.3906 -9.3704 10.5515  0.128
H 33.7896 -7.1623 12.3448  0.062
H 32.0345 -7.6267 13.2789  0.080
C 35.4334 -4.1771 22.1563  -0.213
C 33.9142 -4.0042 22.1547  -0.275
O 33.3484 -5.0299 21.4517  -0.018
O 36.0136 -3.9042 20.8649  -0.047
H 35.6324 -5.1698 22.5600  0.128
H 35.7744 -3.4371 22.8804  0.127
H 33.6981 -3.0610 21.6528  0.130
H 33.7070 -4.0211 23.2247  0.131
H 33.4987 -5.7873 22.0220  0.103
H 36.0325 -4.7608 20.4317  0.085
C 28.7834 -1.8276 19.4939  -0.185
C 28.4829 -3.2884 18.8500  -0.190
O 29.6436 -3.7726 18.2211  -0.065
O 29.5601 -0.9615 18.6826  -0.087
H 29.5527 -2.0029 20.2460  0.113
H 27.9810 -1.3572 20.0623  0.125
H 27.6277 -3.1176 18.1960  0.117
H 28.0949 -3.9936 19.5851  0.125
H 30.2686 -4.0105 18.9098  0.098
H 29.6836 -0.0807 19.0438  0.103

Output
**Calculated total energy**: -1907.806478 hartree
**HOMO level**: -13.6 eV
**E_LUMO**: -12.1 eV
**Spin multiplicity**: 1
**Total charge**: +2
**HOMO-LUMO gap**: 0.055 Ha